Record 1
This record from the Open Molecules 2025 dataset describes a cluster of 6 separate species, C4H20N2O5 in total at a distorted geometry. The level of theory is ωB97M-V/def2-TZVPD.

Element x y z (Å)
C: -1.3135 0.7704 -0.6448
C: -0.4694 1.9894 -1.0445
C: 0.5900 2.1905 0.0325
N: 1.8311 -0.4007 -1.1778
C: 2.3931 0.5868 -0.3647
N: 1.9802 1.7133 0.0663
H: -2.2959 0.9231 -0.1741
H: -1.5328 -0.0659 -1.3025
H: -0.9154 0.1342 0.1452
H: 0.0006 1.8496 -2.0210
H: -1.1412 2.8525 -1.0463
H: 0.1587 1.9842 1.0074
H: 0.7420 3.2618 0.1949
H: 2.3961 -0.7215 -1.9470
H: 0.9014 -0.1220 -1.4577
H: 3.4488 0.4408 -0.1493
H: -2.9891 -1.7378 0.8278
H: -1.9174 -2.3342 1.6519
O: -2.0337 -1.6788 0.9605
H: 1.7022 -0.5242 2.3444
H: 1.9526 -1.3438 1.1671
O: 1.5344 -1.4233 2.0524
H: -1.0653 -0.9141 -3.2492
H: 0.3953 -1.1152 -3.8515
O: -0.1611 -0.6668 -3.1788
H: -0.2723 -3.5693 0.7419
H: 0.7078 -3.0998 1.9566
O: -0.1450 -3.4814 1.7016
H: -1.0357 2.1900 2.0906
H: -1.7840 0.7152 2.1550
O: -1.6625 1.5973 2.5129

- LUMO (hartree) = 0.007
- electronic energy (Ha) = -650.04648

---

Record 2
This record from the Open Molecules 2025 dataset describes a structure of composition C45H42BN8O4RuS. The level of theory is ωB97M-V/def2-TZVPD.

Element x y z (Å)
Ru: -0.8196 -0.0753 -0.0599
C: 1.2288 4.3622 2.5210
C: 0.1891 3.5639 1.8096
C: -1.1534 3.8444 1.6910
C: -1.6981 2.7846 0.9587
N: -0.7240 1.9185 0.6634
N: 0.4338 2.4021 1.1798
B: 1.8491 1.7825 0.9267
N: 2.1352 0.4981 1.7171
N: 1.5848 -0.6835 1.3733
C: 2.1663 -1.6041 2.1269
C: 3.1104 -1.0122 2.9880
C: 3.0577 0.3303 2.6943
C: 3.8387 1.4447 3.3068
C: 1.8208 -3.0314 2.0108
C: 1.0040 -3.4850 0.9793
C: 0.6260 -4.8162 0.9065
C: 1.0814 -5.7238 1.8533
C: 1.9121 -5.2856 2.8761
C: 2.2730 -3.9500 2.9579
N: 2.0179 1.5138 -0.5824
N: 1.3371 0.5216 -1.1836
C: 1.6008 0.5929 -2.4826
C: 2.4699 1.6696 -2.7319
C: 2.7088 2.2307 -1.4926
C: 3.5626 3.4008 -1.1333
C: 0.9976 -0.3537 -3.4321
C: 0.5550 -1.6012 -3.0038
C: -0.1153 -2.4455 -3.8710
C: -0.3164 -2.0693 -5.1935
C: 0.1602 -0.8455 -5.6403
C: 0.8088 0.0098 -4.7623
C: -3.1268 2.6688 0.5808
C: -3.8820 3.8441 0.5673
C: -5.2365 3.8284 0.2803
C: -5.8720 2.6286 -0.0058
C: -5.1324 1.4568 -0.0143
C: -3.7780 1.4758 0.2779
H: 0.7557 5.2346 2.9699
H: 1.6958 3.7802 3.3147
H: 2.0170 4.7007 1.8482
H: -1.6723 4.6807 2.1240
H: 2.6448 2.6100 1.2602
H: 3.7525 -1.4855 3.7112
H: 4.5015 1.0353 4.0685
H: 4.4440 1.9755 2.5712
H: 3.1830 2.1723 3.7860
H: 0.6450 -2.7783 0.2445
H: -0.0438 -5.1325 0.1174
H: 0.7854 -6.7638 1.7988
H: 2.2682 -5.9846 3.6239
H: 2.8976 -3.6108 3.7755
H: 2.9003 1.9690 -3.6726
H: 4.0283 3.7961 -2.0352
H: 2.9743 4.1969 -0.6738
H: 4.3488 3.1247 -0.4296
H: 0.7118 -1.8900 -1.9732
H: -0.4952 -3.3914 -3.5065
H: -0.8541 -2.7229 -5.8691
H: -0.0020 -0.5414 -6.6672
H: 1.1384 0.9858 -5.0987
H: -3.3960 4.7886 0.7720
H: -5.7931 4.7575 0.2739
H: -6.9311 2.6093 -0.2304
H: -5.6058 0.5136 -0.2555
H: -3.2312 0.5487 0.2150
C: -0.9825 -4.0354 7.7025
C: -1.1808 -3.0624 6.5711
C: -0.3239 -3.0550 5.4758
C: -0.5010 -2.1490 4.4417
C: -1.5501 -1.2477 4.4898
C: -2.4262 -1.2476 5.5656
C: -2.2314 -2.1486 6.6006
S: -1.7507 -0.0551 3.1844
O: -3.1256 0.3912 3.2909
O: -0.7130 0.9329 3.3519
N: -1.4782 -0.8650 1.8398
C: -2.3656 -2.0057 1.6314
C: -2.0277 -2.6778 0.3138
O: -2.3753 -3.8148 0.0648
O: -1.3903 -1.9255 -0.5564
H: -0.2314 -4.7829 7.4488
H: -1.9114 -4.5548 7.9433
H: -0.6511 -3.5207 8.6072
H: 0.4866 -3.7727 5.4181
H: 0.1553 -2.1504 3.5825
H: -3.2525 -0.5500 5.5710
H: -2.9151 -2.1506 7.4428
H: -3.4215 -1.7035 1.5834
H: -2.2797 -2.7601 2.4190
N: -1.4463 0.5564 -1.6970
C: -2.4477 0.4243 -2.5817
C: -2.4385 1.2363 -3.7405
C: -3.4466 1.1495 -4.6766
C: -4.4929 0.2461 -4.5070
C: -4.5222 -0.5605 -3.3714
C: -3.5313 -0.4717 -2.4154
H: -1.6120 1.9248 -3.8620
H: -3.4178 1.7831 -5.5555
H: -5.2783 0.1740 -5.2486
H: -5.3316 -1.2673 -3.2325
H: -3.5449 -1.1080 -1.5438

- net charge = -1
- LUMO (alpha / beta) (hartree) = 0.090 / 0.072
- 2S+1 = 5
- electronic energy (Ha) = -2997.11199

---

Record 3
This record from the Open Molecules 2025 dataset describes the ion C22H22F2N with charge +1 at a distorted geometry. The level of theory is ωB97M-V/def2-TZVPD.

Element x y z (Å)
C: 5.0297 3.2995 0.2148
C: 3.8118 2.4651 0.1030
C: 2.6166 3.0552 -0.2928
F: 2.5880 4.4148 -0.4847
C: 1.4399 2.3427 -0.4406
C: 1.3928 0.9877 -0.0798
C: 0.0880 0.2045 -0.2667
C: -1.2082 0.9733 0.0346
C: -1.2037 2.1661 0.7754
C: -2.3367 2.9743 0.7881
F: -2.2270 4.2644 1.2401
C: -3.5696 2.5746 0.2899
C: -4.7693 3.4526 0.3360
C: -3.5977 1.3327 -0.3451
C: -2.4399 0.5723 -0.5172
C: 2.5976 0.3595 0.2762
C: 3.7888 1.0864 0.3494
H: 5.8949 2.6642 0.4154
H: 5.2091 3.8592 -0.7109
H: 4.9404 4.0313 1.0276
H: 0.5492 2.8556 -0.7933
H: 0.0455 -0.0875 -1.3349
H: -0.3012 2.5223 1.2707
H: -5.6702 2.8571 0.1593
H: -4.8776 3.9510 1.3035
H: -4.7346 4.2356 -0.4336
H: -4.5427 0.9648 -0.7431
H: -2.5263 -0.3321 -1.1164
H: 2.6642 -0.7095 0.5066
H: 4.7162 0.5817 0.6341
C: 0.2185 -6.1046 -0.7125
C: -0.3097 -5.7851 0.5440
C: -0.6210 -4.4601 0.8660
C: -0.4394 -3.4448 -0.0827
C: -0.9523 -2.0464 0.1751
N: 0.1429 -1.0355 0.4511
C: 0.1307 -3.7567 -1.3259
C: 0.4292 -5.0857 -1.6505
H: 0.4219 -7.1454 -0.9718
H: -0.4866 -6.5742 1.2767
H: -1.0366 -4.2080 1.8469
H: -1.4815 -1.6757 -0.7041
H: -1.6066 -1.9676 1.0528
H: 1.0570 -1.5233 0.3340
H: 0.0424 -0.8089 1.4434
H: 0.3005 -2.9649 -2.0673
H: 0.8226 -5.3325 -2.6409

- net charge = +1
- LUMO (hartree) = -0.101
- electronic energy (Ha) = -1105.78006

---

Record 4
This record from the Open Molecules 2025 dataset describes a structure of composition C40H31BrIrN3O2P2S3 at a distorted geometry. The level of theory is ωB97M-V/def2-TZVPD.

Element x y z (Å)
Ir: 0.0108 -0.4156 0.1760
S: -0.0410 0.2040 2.3760
P: -0.6389 1.9732 1.5258
C: -0.3487 1.6947 -0.1341
P: 1.2017 1.9401 -0.8052
S: 2.1804 0.2422 -0.1903
C: 2.1592 3.4270 -0.4012
C: 3.3542 3.3464 0.3027
C: 4.0614 4.5033 0.6037
C: 3.5648 5.7396 0.2215
C: 2.3632 5.8248 -0.4728
C: 1.6671 4.6720 -0.7921
C: 1.1104 2.0148 -2.6113
C: 2.2841 1.9680 -3.3628
C: 2.2232 2.0045 -4.7444
C: 0.9888 2.0922 -5.3843
C: -0.1787 2.1482 -4.6392
C: -0.1178 2.1100 -3.2503
C: -2.4213 2.2160 1.7715
C: -3.2375 2.5601 0.6976
C: -4.6035 2.7453 0.8899
C: -5.1524 2.5785 2.1511
C: -4.3381 2.2363 3.2273
C: -2.9793 2.0566 3.0407
C: 0.0831 3.4111 2.3571
C: -0.5320 4.6593 2.2639
C: 0.0684 5.7723 2.8285
C: 1.2804 5.6427 3.4952
C: 1.8924 4.4019 3.5943
C: 1.2981 3.2865 3.0227
H: 3.7260 2.3801 0.6217
H: 4.9963 4.4358 1.1461
H: 4.1133 6.6418 0.4631
H: 1.9750 6.7908 -0.7710
H: 0.7375 4.7386 -1.3481
H: 3.2457 1.8917 -2.8661
H: 3.1350 1.9632 -5.3270
H: 0.9423 2.1183 -6.4659
H: -1.1396 2.2127 -5.1354
H: -1.0213 2.1417 -2.6511
H: -2.7918 2.6802 -0.2846
H: -5.2351 2.9987 0.0484
H: -6.2192 2.6990 2.2972
H: -4.7705 2.0999 4.2106
H: -2.3495 1.7770 3.8785
H: -1.4826 4.7623 1.7524
H: -0.4112 6.7403 2.7540
H: 1.7469 6.5123 3.9415
H: 2.8374 4.3011 4.1134
H: 1.7753 2.3154 3.0872
C: 0.7332 -1.4383 -2.7681
O: -0.2307 -0.8623 -1.8670
C: -1.4825 -0.6430 -2.3596
C: -1.7191 -0.5785 -3.7187
C: -3.0020 -0.3082 -4.1720
Br: -3.2828 -0.1555 -6.0361
C: -4.0598 -0.1480 -3.3049
C: -3.8330 -0.2551 -1.9322
C: -2.5405 -0.4731 -1.4619
O: -2.2761 -0.5470 -0.1112
C: -4.9992 -0.1392 -1.0364
N: -6.0841 0.5149 -1.3490
C: -6.9336 0.3440 -0.2685
C: -8.2152 0.8517 -0.0518
C: -8.8371 0.5391 1.1401
C: -8.2072 -0.2633 2.1071
C: -6.9378 -0.7701 1.9119
C: -6.3181 -0.4471 0.7089
N: -5.0695 -0.7360 0.1990
H: 1.0243 -0.6998 -3.5175
H: 0.3044 -2.3295 -3.2274
H: 1.5849 -1.7014 -2.1533
H: -0.9127 -0.7008 -4.4300
H: -5.0630 0.0445 -3.6552
H: -2.6731 0.2191 0.3414
H: -8.6948 1.4687 -0.8008
H: -9.8333 0.9142 1.3378
H: -8.7321 -0.4886 3.0270
H: -6.4508 -1.3820 2.6608
H: -4.3959 -1.3826 0.5722
S: -0.4818 -2.8350 0.4178
C: 1.0443 -3.5391 0.6193
N: 2.0885 -4.0196 0.7571

- LUMO (hartree) = -0.005
- electronic energy (Ha) = -6413.32663

---

Record 5
This record from the Open Molecules 2025 dataset describes a cluster of 2 separate species, CH3Br2P in total at a distorted geometry. The level of theory is ωB97M-V/def2-TZVPD.

Element x y z (Å)
C: -1.4033 -0.4542 -0.5628
P: 0.0767 -0.1528 0.1048
Br: -3.0523 0.3268 0.1982
Br: 3.9811 0.3306 0.2038
H: -1.5676 -1.3236 -1.2058
H: 2.5015 0.5258 0.1395
H: -0.5362 0.7474 1.1222

- LUMO (hartree) = -0.026
- electronic energy (Ha) = -5529.21342